A cluster of 2 separate species, C5H16NO in total, computed with ωB97M-V/def2-TZVPD.

Charge = +1
Energy above the lowest of the compared OMol25 structures with the same formula, charge and spin = 1.077 eV
Electronic energy = -8975.4380 eV

Bonds (Å) are listed after each position.
Atoms and positions in Å:
1 C -2.474 1.012 1.430  C2 1.528, H7 1.097, H8 1.085, H9 1.089
2 C -1.181 0.329 0.989  C1 1.528, C3 1.532, N6 1.567, H10 1.081
3 C -0.319 1.212 0.083  C2 1.532, C4 1.524, H11 1.095, H12 1.101
4 C 0.993 0.653 -0.454  C3 1.524, C5 1.541, H13 1.097, H14 1.106
5 C 0.839 -0.626 -1.299  C4 1.541, H15 1.090, H16 1.091, H17 1.100
6 N -0.236 -0.031 2.187  C2 1.567, H18 1.021, H19 1.021, H20 1.019
7 H -2.538 1.144 2.517  C1 1.097
8 H -3.353 0.518 1.029  C1 1.085
9 H -2.414 1.992 0.958  C1 1.089
10 H -1.383 -0.645 0.564  C2 1.081
11 H -0.925 1.398 -0.810  C3 1.095
12 H -0.135 2.186 0.563  C3 1.101
13 H 1.546 1.380 -1.062  C4 1.097
14 H 1.666 0.392 0.384  C4 1.106
15 H 1.716 -0.697 -1.941  C5 1.090
16 H 0.695 -1.535 -0.715  C5 1.091
17 H 0.032 -0.484 -2.034  C5 1.100
18 H -0.690 0.296 3.040  N6 1.021
19 H 0.671 0.437 2.177  N6 1.021
20 H -0.088 -1.039 2.231  N6 1.019
21 H 1.779 -2.317 -3.422  O23 0.957
22 H 3.297 -2.850 -3.468  O23 0.960
23 O 2.501 -2.725 -2.945  H21 0.957, H22 0.960

Here are the Mulliken charges for atoms 1 to 5, given in e: atom 1 (C): -1.110, atom 2 (C): 0.259, atom 3 (C): -1.086, atom 4 (C): -0.492, atom 5 (C): -1.130